Formula: C21H21N2O5PdSe2Te2
Source: the OMol25 dataset
Level of theory: the ωB97M-V functional and the def2-TZVPD basis

Positions of all 54 atoms, in Å:
H  1.4241  -1.3682  2.9910
H  -0.0228  -2.0024  -4.8949
Te  -4.0384  -2.9262  -0.1357
Se  -4.3679  0.8275  -1.3321
C  2.8327  4.3260  -1.9217
H  0.8746  2.9339  -1.1686
H  -1.0209  -0.7498  -5.6277
C  -2.7075  1.4682  3.4033
C  1.9479  -2.4666  1.2477
H  1.8961  4.8849  -1.8790
H  -1.0353  2.6197  5.4224
H  -3.4293  2.1384  3.8518
C  1.5603  -2.7982  -0.0451
N  -0.3899  -1.4595  0.1714
N  -2.0588  0.1837  1.5051
C  1.8774  2.4498  -3.0102
H  3.2079  -4.1002  1.7519
O  -0.2086  0.9096  6.1080
H  0.1956  -0.1134  3.9763
C  -0.9574  -0.2186  2.1545
C  3.2289  -3.0067  1.8180
C  0.9842  0.6002  -4.2197
C  -0.0235  0.3764  -3.2335
H  2.6710  1.7301  -4.8844
H  -3.7770  1.3100  1.5489
H  2.9999  3.8141  -0.9719
H  3.6550  5.0062  -2.1190
C  -1.5723  1.0583  4.0917
O  -1.8199  -1.0968  -2.6538
C  -2.9068  1.0080  2.1183
C  -0.6925  0.2016  3.4500
H  -1.7878  -2.1159  -4.7905
Se  -3.6633  -3.8162  -2.3577
C  -0.9449  -1.4304  -4.7809
H  -0.5263  0.1478  6.6017
C  -1.2938  1.5603  5.4885
O  3.3621  -2.5720  3.1530
C  -0.9553  -0.6838  -3.4658
Pd  -2.1280  -0.3838  -0.6521
O  2.8223  3.4020  -3.0014
C  -0.0458  1.2588  -2.0992
C  0.3865  -2.2728  -0.5430
H  -2.2069  1.4930  6.0867
H  4.0589  -2.6527  1.1961
H  4.2005  -2.8829  3.5064
O  -0.8926  1.2378  -1.1222
Te  -5.8746  -0.9385  -0.6896
H  2.1625  -3.4522  -0.6623
H  0.0415  -2.4995  -1.5436
C  1.9129  1.5821  -4.1292
H  1.0211  -0.0490  -5.0822
C  0.9300  2.2860  -2.0302
C  -0.0361  -1.1326  1.4185
C  1.1302  -1.6256  1.9862

Output
E ... -184088.4574 eV
Frontier orbital gap (spin up / spin down) ... 6.61 / 5.10 eV
2S+1 ... 5
M ... 900.95 g/mol
Net charge ... +1
HOMO level (spin up / spin down) ... -10.2768 / -10.2115 eV